Formula: C6H12O
Source: the OMol25 dataset
Level of theory: wB97M-V/def2-TZVPD

Structure (XYZ):
```
19
Properties=species:S:1:pos:R:3:nbo_charge:R:1
C 2.195 0.437 -0.578 -0.6493
C 1.318 -0.143 0.477 -0.1976
C 0.343 -1.017 0.256 -0.1755
C -0.271 -1.419 -1.057 -0.6623
C -1.874 0.172 1.376 -0.4994
C -1.709 1.074 0.417 0.1359
O -0.768 2.055 0.517 -0.6827
H 2.115 1.522 -0.654 0.2069
H 1.983 -0.007 -1.555 0.2057
H 3.236 0.210 -0.322 0.2185
H 1.544 0.130 1.508 0.1965
H -0.018 -1.514 1.135 0.1954
H -0.211 -0.607 -1.790 0.2054
H 0.230 -2.294 -1.483 0.2208
H -1.331 -1.680 -0.933 0.2174
H -1.280 0.200 2.286 0.2089
H -2.584 -0.639 1.265 0.2092
H -2.251 1.032 -0.528 0.1661
H -0.669 2.489 -0.337 0.4801
```

Computed properties:
- Kohn-Sham gap: 9.095 eV
- Structure (SMILES): C/C=C\C.C=CO
- Multiplicity: 1
- HOMO: -8.30 eV
- Molecular weight: 100.2 g mol⁻¹
- Charge: 0
- Energy relative to the best compared isomer or geometry (same formula, charge and spin): 207.7 kJ/mol

Formula: C2H3GaO3
Source: the OMol25 dataset
Level of theory: wB97M-V/def2-TZVPD

Structure (XYZ):
```
9
Properties=species:S:1:pos:R:3:nbo_charge:R:1
H 3.350 0.627 0.059 -0.0588
O 0.596 -1.209 -0.039 -0.5570
C -0.607 -1.090 0.034 0.4655
C -1.308 0.236 0.027 0.3181
O -0.763 1.358 -0.021 0.0591
O 0.558 1.558 0.029 -0.4308
Ga 1.851 0.201 -0.199 1.6307
H -1.277 -1.962 0.097 0.2736
H -2.400 0.282 0.013 0.2995
```

Computed properties:
- Kohn-Sham gap: 9.132 eV
- Multiplicity: 1
- HOMO: -22.70 eV
- Molecular weight: 144.8 g mol⁻¹
- Charge: +2
- Energy relative to the best compared isomer or geometry (same formula, charge and spin): 232.3 kJ/mol

Formula: C5H6NO
Source: the OMol25 dataset
Level of theory: wB97M-V/def2-TZVPD

Structure (XYZ):
```
13
Properties=species:S:1:pos:R:3:nbo_charge:R:1
C -0.612 -0.368 -1.291 -0.2592
C 0.913 -0.434 -1.373 -0.0166
C 0.106 1.218 1.616 -0.3072
C -1.320 -0.253 -0.169 -0.0727
C -0.851 0.294 1.195 -0.2669
N 1.718 -0.949 -0.645 0.4164
O 2.541 -1.244 0.078 0.0081
H -1.075 -0.630 -2.208 0.2600
H 1.308 -0.236 -2.384 0.3343
H 0.220 1.508 2.598 0.2261
H 0.758 1.769 0.917 0.1978
H -2.374 -0.245 -0.212 0.2496
H -1.330 -0.431 1.878 0.2303
```

Computed properties:
- Kohn-Sham gap: 6.696 eV
- Multiplicity: 1
- HOMO: -14.00 eV
- Molecular weight: 96.1 g mol⁻¹
- Charge: +1
- Energy relative to the best compared isomer or geometry (same formula, charge and spin): 625.5 kJ/mol

Formula: C4H8O2
Source: the OMol25 dataset
Level of theory: wB97M-V/def2-TZVPD

Structure (XYZ):
```
14
Properties=species:S:1:pos:R:3:nbo_charge:R:1
C -0.719 -0.836 -0.304 -0.4625
C -0.914 0.625 -0.717 -0.4110
C 0.396 1.016 -0.012 0.0681
O 0.186 1.297 1.351 -0.7220
C 0.807 -0.460 -0.171 0.0703
O 1.363 -1.054 0.978 -0.7111
H -0.999 -1.647 -0.984 0.2142
H -1.224 -1.040 0.663 0.2071
H 0.525 -1.520 1.096 0.4852
H -1.812 1.136 -0.378 0.2218
H -0.788 0.678 -1.799 0.2065
H 1.012 1.792 -0.484 0.1645
H 0.779 0.696 1.837 0.4850
H 1.388 -0.681 -1.075 0.1838
```

Computed properties:
- Kohn-Sham gap: 11.092 eV
- Structure (SMILES): O[C@@H]1CC[C@@H]1O
- Multiplicity: 1
- HOMO: -10.12 eV
- Molecular weight: 88.1 g mol⁻¹
- Charge: 0
- Energy relative to the best compared isomer or geometry (same formula, charge and spin): 207.7 kJ/mol

Formula: C2H5N4O
Source: the OMol25 dataset
Level of theory: wB97M-V/def2-TZVPD

Structure (XYZ):
```
12
Properties=species:S:1:pos:R:3:nbo_charge:R:1
C -0.433 0.653 -0.166 -0.1883
C 1.731 -0.465 0.077 -0.4575
N -0.215 -1.662 -0.042 0.3588
N -2.323 -0.839 0.007 0.0284
N 0.277 -0.591 -0.133 -0.0877
N -2.091 0.352 -0.008 0.2794
O -2.754 1.320 0.103 -0.3214
H -0.067 1.346 0.759 0.2997
H -0.328 1.208 -1.020 0.2678
H 2.118 -0.814 0.999 0.2798
H 2.153 -1.168 -0.643 0.2791
H 1.933 0.662 0.065 0.2619
```

Computed properties:
- Kohn-Sham gap (alpha / beta): 8.802 / 7.088 eV
- ⟨S²⟩: 2.0379
- Multiplicity: 3
- HOMO (alpha / beta): -15.42 / -15.35 eV
- Molecular weight: 101.1 g mol⁻¹
- Charge: +1
- Energy relative to the best compared isomer or geometry (same formula, charge and spin): 368.1 kJ/mol

Formula: C2H5FS
Source: the OMol25 dataset
Level of theory: wB97M-V/def2-TZVPD

Structure (XYZ):
```
9
Properties=species:S:1:pos:R:3:nbo_charge:R:1
C 0.841 0.101 0.408 -0.6825
C -0.516 0.372 -0.356 -0.0929
F -0.988 1.616 -0.019 -0.3572
S -1.687 -0.931 0.063 0.3900
H 0.758 -0.093 1.396 0.2179
H 1.559 0.892 0.481 0.2393
H 1.461 -0.620 0.003 0.2266
H -0.526 0.542 -1.494 0.2017
H -0.901 -1.880 -0.482 -0.1429
```

Computed properties:
- Kohn-Sham gap (alpha / beta): 5.340 / 8.690 eV
- ⟨S²⟩: 2.0038
- Multiplicity: 3
- HOMO (alpha / beta): -4.50 / -11.74 eV
- Molecular weight: 80.1 g mol⁻¹
- Charge: 0
- Energy relative to the best compared isomer or geometry (same formula, charge and spin): 264.8 kJ/mol